Record 1
Entry from the OMol25 dataset: 2 unconnected molecules or ions with the total composition C4H6O2S (wB97M-V/def2-TZVPD).

Geometry as XYZ:
```
13
Properties=species:S:1:pos:R:3:forces:R:3
C -0.093890 -1.803817 0.145863 -2.265 -1.574 -0.213
C -1.623797 1.603810 -0.398283 -2.826 0.871 -1.958
C 1.143258 -1.391657 -0.034386 0.701 2.006 1.287
C -1.057432 1.243792 0.687776 2.378 -0.894 -0.234
O 2.600942 0.726028 0.818589 -0.341 -0.452 -0.077
O 1.671664 0.748811 -1.505285 -0.080 0.292 0.044
S 1.512042 0.437163 -0.096250 -1.349 -0.032 -0.570
H -0.345948 -2.863774 0.501347 0.709 1.475 -0.762
H -1.060086 -1.231425 -0.126836 2.090 -0.544 0.639
H -2.813475 1.596875 -0.483336 2.333 0.126 0.266
H -1.131312 1.982275 -1.352157 -0.338 -0.644 1.395
H 2.126953 -1.778867 0.227319 -0.502 -0.868 -0.053
H -0.928915 0.730792 1.615643 -0.511 0.238 0.235
```
Forces are in eV/Å.

E_HOMO (spin up / spin down) = -8.9 / -8.7 eV
total charge = 0
gap between HOMO and LUMO (spin up / spin down) = 8.453 / 7.292 eV
energy above the lowest of the compared OMol25 structures with the same formula, charge and spin = 137.7 kcal per mole

Results of the natural (NBO) charge analysis, in e, for atoms 1 through 4: C -0.37; C -0.50; C -0.42; C -0.14


Record 2
Entry from the OMol25 dataset: 2 unconnected molecules or ions with the total composition C4H6O2S2 (wB97M-V/def2-TZVPD).

Geometry as XYZ:
```
14
Properties=species:S:1:pos:R:3:forces:R:3
C -1.196172 0.550064 0.981966 0.747 -0.407 0.437
C 0.082449 0.507842 1.318109 0.732 -0.962 -1.286
C 1.221814 -0.724629 -1.994479 -0.347 0.125 -0.478
C 1.835944 0.323760 -1.464348 -1.402 2.162 -0.647
O -2.013225 -1.504361 -0.631734 0.222 -0.005 -0.414
O -0.951233 1.043034 3.779068 -0.119 0.281 -1.024
S -2.534091 -0.328303 0.060265 0.402 -0.368 3.156
S -0.772344 1.615017 2.425982 0.238 -0.720 0.405
H 1.085702 -0.040351 1.046895 -2.268 1.336 0.822
H -2.832562 -0.808700 1.478226 -0.009 0.848 -2.019
H 1.687170 -1.673625 -2.085728 0.440 -0.930 0.772
H 0.229264 -0.761968 -2.476893 0.701 0.818 0.057
H 1.499521 1.380347 -1.639905 -0.531 -1.150 0.239
H 2.657763 0.421872 -0.797426 1.194 -1.027 -0.019
```
Forces are in eV/Å.

E_HOMO = -9.8 eV
total charge = 0
gap between HOMO and LUMO = 9.951 eV
energy above the lowest of the compared OMol25 structures with the same formula, charge and spin = 155.5 kcal per mole

Results of the natural (NBO) charge analysis, in e, for atoms 1 through 4: C -0.47; C -0.40; C -0.37; C -0.41


Record 3
Entry from the OMol25 dataset: C4H6O2S2 in the gas phase (wB97M-V/def2-TZVPD).

Geometry as XYZ:
```
14
Properties=species:S:1:pos:R:3:forces:R:3
O -1.502587 0.965387 0.386701 2.196 1.415 -3.124
C -0.270449 1.021532 1.161980 0.426 -0.115 -1.038
C 0.762687 0.024347 0.509726 -2.437 -1.222 -1.145
C 0.756354 0.132992 -1.043005 2.344 1.727 -2.137
S -0.399556 -1.017501 -1.698597 -0.304 0.277 -2.427
C -0.537716 -1.853185 -0.276936 -1.258 -0.498 2.528
S -1.774642 -2.895549 0.020821 0.914 -0.054 -0.119
O 0.310860 -1.408417 0.675390 0.430 0.982 0.465
H -1.242590 1.167495 -0.648943 -1.162 -0.695 4.012
H 0.360276 1.989950 1.067304 -1.581 -0.877 0.431
H -0.676802 0.820022 2.197135 1.261 0.080 -1.014
H 1.796986 0.061178 0.791149 0.193 0.123 0.882
H 0.637177 1.084991 -1.700070 -0.379 -0.759 1.994
H 1.780003 -0.093242 -1.442656 -0.643 -0.383 0.690
```
Forces are in eV/Å.

E_HOMO = -8.6 eV
total charge = 0
gap between HOMO and LUMO = 8.820 eV
energy above the lowest of the compared OMol25 structures with the same formula, charge and spin = 64.5 kcal per mole

Results of the natural (NBO) charge analysis, in e, for atoms 1 through 4: O -0.71; C -0.09; C 0.07; C -0.66


Record 4
Entry from the OMol25 dataset: a molecular structure, C4H6O2Yb (wB97M-V/def2-TZVPD).

Geometry as XYZ:
```
13
Properties=species:S:1:pos:R:3:forces:R:3
H 1.497725 -0.080575 -1.249978 1.616 -1.169 2.836
O 2.548160 0.998428 0.494955 1.812 0.626 1.335
C 1.524305 0.486902 -0.152119 -3.914 -1.119 -5.911
C 0.587512 1.280140 -0.780697 -0.493 2.114 2.106
C -0.602596 0.956871 -1.678645 0.426 -0.626 0.062
C -1.039493 -0.481368 -1.669565 -0.371 -0.213 -0.569
O -1.296548 -1.053763 -0.487399 -0.201 0.020 -0.981
Yb -0.696541 -0.250003 1.243835 0.313 -0.011 0.983
H 2.335978 1.148960 1.424863 0.385 0.039 -0.204
H 0.648032 2.337423 -0.489370 -0.111 0.237 -0.252
H -0.346321 1.255540 -2.706510 -0.011 0.042 0.233
H -1.438100 1.626862 -1.386608 0.213 -0.047 0.037
H -1.569036 -0.878896 -2.544621 0.334 0.109 0.324
```
Forces are in eV/Å.

E_HOMO (spin up / spin down) = -10.3 / -13.1 eV
total charge = +1
multiplicity = 2
gap between HOMO and LUMO (spin up / spin down) = 5.065 / 7.794 eV
energy above the lowest of the compared OMol25 structures with the same formula, charge and spin = 34.2 kcal per mole

Results of the natural (NBO) charge analysis, in e, for atoms 1 through 4: H 0.27; O -0.67; C -0.14; C -0.18


Record 5
Entry from the OMol25 dataset: 2 unconnected molecules or ions with the total composition C4H6O3S (wB97M-V/def2-TZVPD).

Geometry as XYZ:
```
14
Properties=species:S:1:pos:R:3:forces:R:3
O 0.289887 -3.740975 -0.246325 -0.163 0.178 -0.084
C 0.231639 -2.650072 0.273968 1.050 -0.621 0.531
C -0.864381 -1.749090 0.136490 -0.408 2.363 0.031
S -0.754211 -0.237342 0.814391 -0.903 -1.745 0.442
O 0.240745 -0.025184 1.813056 0.244 -0.052 -0.250
O -1.895384 0.615409 0.724072 0.214 -0.080 -0.433
H 1.019718 -2.288642 0.956935 0.154 -0.134 -0.059
H -1.637461 -1.868246 -0.600169 -0.248 0.018 -0.052
C 0.454935 1.731658 -1.244398 -0.042 -0.158 -0.211
C 0.672753 2.237682 -0.043756 0.142 0.247 0.084
H -0.535327 1.705524 -1.669025 -0.216 0.017 -0.067
H 1.248216 1.334983 -1.858161 0.168 -0.041 -0.035
H 1.657252 2.294473 0.390620 0.194 -0.078 0.020
H -0.128383 2.639823 0.552300 -0.186 0.087 0.083
```
Forces are in eV/Å.

E_HOMO (spin up / spin down) = -10.3 / -10.3 eV
total charge = 0
gap between HOMO and LUMO (spin up / spin down) = 9.014 / 9.013 eV
energy above the lowest of the compared OMol25 structures with the same formula, charge and spin = 80.2 kcal per mole

Results of the natural (NBO) charge analysis, in e, for atoms 1 through 4: O -0.51; C 0.36; C -0.72; S 2.14


Record 6
Entry from the OMol25 dataset: 2 unconnected molecules or ions with the total composition C4H6O4 (wB97M-V/def2-TZVPD).

Geometry as XYZ:
```
14
Properties=species:S:1:pos:R:3:forces:R:3
C -0.336175 1.527920 0.199966 -1.204 -0.571 0.678
C -1.490103 2.179080 -0.631182 0.620 0.202 0.266
O -2.118716 3.092612 -0.026038 -0.087 0.024 -0.154
O -1.687081 1.754563 -1.788975 -0.133 0.009 -0.121
H -0.085033 0.500849 -0.078119 0.306 0.472 -0.490
H -0.775157 1.429698 1.202716 0.175 0.167 0.117
H 0.554263 2.141936 0.329641 0.022 0.076 -0.363
C 0.057324 -2.397760 0.792031 0.222 -1.341 1.112
C 1.508537 -1.991384 0.453944 -0.238 0.179 -0.489
O 2.405498 -2.736182 0.915878 0.266 -0.189 0.179
O 1.622006 -0.996469 -0.291020 0.297 -0.229 0.147
H -0.248112 -3.233305 0.149078 -0.222 0.636 -0.642
H -0.638598 -1.568305 0.860160 -0.144 -0.040 -0.408
H 0.054327 -2.968869 1.739100 0.121 0.607 0.168
```
Forces are in eV/Å.

E_HOMO = -1.0 eV
total charge = -2
gap between HOMO and LUMO = 7.662 eV
energy above the lowest of the compared OMol25 structures with the same formula, charge and spin = 16.0 kcal per mole

Results of the natural (NBO) charge analysis, in e, for atoms 1 through 4: C -0.75; C 0.76; O -0.84; O -0.80